# C21H49AgBr3O14P3

A structure of composition C21H49AgBr3O14P3 in a non-equilibrium geometry (wB97M-V/def2-TZVPD, the OMol25 dataset).

- total charge = +1
- frontier orbital gap (alpha / beta) (eV) = 7.92 / 5.05
- spin multiplicity = 2

Element x y z (Å)
Ag 3.3194 3.9300 -0.6422
C 0.4987 1.0383 0.8310
C 1.1980 2.1876 0.2453
O 1.6805 2.1990 -0.9430
O 1.4388 3.2999 0.7970
H 0.2253 1.2703 1.8645
H 1.1462 0.1621 0.8731
H -0.4091 0.8228 0.2724
C 3.5890 -1.4142 -0.5911
Br 2.4054 -1.1107 -2.0927
Br 5.3803 -1.7971 -1.1897
Br 2.9068 -2.8370 0.5021
H 3.6296 -0.5303 0.0143
C 6.4614 1.6649 -3.8235
C 5.1284 0.9873 -3.6156
O 4.0535 1.5633 -4.4321
P 3.5771 3.0408 -4.2503
O 3.5521 3.4808 -2.8477
O 4.4512 3.9757 -5.1165
C 4.6412 3.6990 -6.5137
C 4.4603 4.9631 -7.2877
O 2.2159 3.0265 -4.9959
C 1.1055 2.1815 -4.5789
C -0.0813 2.4294 -5.4980
H 6.7700 1.5448 -4.8591
H 6.4160 2.7415 -3.6078
H 7.2032 1.2730 -3.1302
H 5.2406 -0.0227 -4.0052
H 4.7651 0.9755 -2.5883
H 5.6424 3.2950 -6.6230
H 3.9156 2.9617 -6.8536
H 4.5922 4.7650 -8.3582
H 3.4563 5.3782 -7.1788
H 5.1670 5.7532 -7.0309
H 1.4255 1.1446 -4.6676
H 0.8635 2.4487 -3.5535
H -0.8775 1.7126 -5.2456
H -0.5084 3.4185 -5.3479
H 0.1739 2.2774 -6.5399
C -4.1133 -5.5856 3.2084
C -2.9516 -6.5299 2.9322
O -2.3268 -6.3072 1.6562
P -1.0532 -5.3728 1.5750
O 0.1858 -5.9504 2.0807
O -1.5064 -4.0611 2.3240
C -0.6353 -2.9232 2.3088
C -1.3648 -1.7400 2.8558
O -1.0446 -4.9142 0.0660
C -1.4774 -5.8119 -1.0304
C -2.9282 -5.6425 -1.3582
H -4.7413 -5.4489 2.3240
H -4.7885 -6.0432 3.9407
H -3.7832 -4.6190 3.5739
H -2.2268 -6.5063 3.7533
H -3.3157 -7.5603 2.9322
H 0.2479 -3.1668 2.9199
H -0.2510 -2.7487 1.2951
H -2.2994 -1.5901 2.3119
H -1.6065 -1.8759 3.9080
H -0.7456 -0.8475 2.7857
H -0.8451 -5.5448 -1.8788
H -1.2690 -6.8583 -0.7844
H -3.1439 -4.5990 -1.5939
H -3.1266 -6.1796 -2.2944
H -3.5563 -6.0481 -0.5804
C 0.5924 3.0270 4.4259
C -0.2843 1.8723 4.8800
O -1.5747 2.3287 5.3385
P -2.8661 2.1943 4.4588
O -4.0570 2.7995 5.0042
O -2.9924 0.6496 4.1106
C -3.9183 -0.1548 4.8648
C -5.1759 -0.3977 4.0994
O -2.3677 2.7638 3.0499
C -3.2690 2.5980 1.9231
C -2.7922 3.4550 0.7607
H 0.9497 3.5893 5.2920
H 1.4849 2.6324 3.9310
H 0.0589 3.7230 3.7820
H -0.4202 1.1024 4.1067
H 0.1840 1.3467 5.7182
H -3.4161 -1.0913 5.0927
H -4.1467 0.3174 5.8234
H -5.7242 -1.2228 4.5747
H -5.8570 0.4450 4.0238
H -4.9632 -0.7571 3.0842
H -3.3653 1.5462 1.6461
H -4.2855 2.9112 2.2217
H -2.0289 2.8727 0.1984
H -3.5476 3.5986 -0.0197
H -2.3706 4.4252 0.9863